Here is a structure of composition C11H14F5N6ORe from the Open Molecules 2025 dataset. Energies are from the ωB97M-V functional and the def2-TZVPD basis.

Properties
ΔE to the lowest compared entry with this formula, charge and spin = 0.0 kJ/mol
2S+1 = 4
E_HOMO (alpha / beta) = -20.02 / -20.17 eV
expectation value of S² = 3.775
E_tot = -38306.231 eV
lowest unoccupied orbital energy (alpha / beta) = -11.14 / -13.08 eV
charge = +3
HOMO-LUMO gap (alpha / beta) = 8.9 / 7.1 eV

XYZ file:
```
38
Properties=species:S:1:pos:R:3:forces:R:3:lowdin_charge:R:1
Re 0.138878 -0.255090 -1.246786 0.020 0.011 0.032 1.846
O -1.907421 -0.867576 -1.285840 -0.008 -0.057 0.037 -0.201
C -3.020412 -0.147926 -0.566213 -0.042 0.040 -0.017 -0.103
C -3.032951 -0.559137 0.882809 0.013 -0.007 0.024 -0.124
C -1.642739 -0.521298 1.539785 0.003 0.002 -0.005 -0.118
C -0.937762 0.796895 1.393877 0.030 0.035 0.012 -0.222
C -1.080006 1.796276 2.339053 -0.020 -0.058 -0.010 0.055
C -0.435099 3.014974 2.191005 -0.001 0.031 0.021 0.063
C 0.378713 3.230135 1.080224 0.021 -0.020 -0.048 0.026
C 0.501546 2.224441 0.160940 -0.014 0.024 0.049 -0.069
N -0.150570 1.030319 0.298662 0.023 -0.015 -0.062 -0.093
H -2.258138 -1.588826 -1.832808 0.000 0.012 -0.013 0.154
H -3.937788 -0.395365 -1.095143 0.007 -0.007 0.006 0.154
H -2.803465 0.908489 -0.718631 -0.013 -0.007 0.001 0.131
H -3.448760 -1.560433 0.999094 0.008 -0.002 -0.004 0.143
H -3.715456 0.123005 1.396681 -0.005 -0.009 0.003 0.151
H -1.019755 -1.330254 1.149088 -0.008 0.000 -0.004 0.092
H -1.751766 -0.731035 2.603562 -0.020 0.007 -0.004 0.147
H -1.699813 1.605038 3.205626 -0.001 0.000 0.000 0.152
H -0.556327 3.789440 2.938674 0.001 0.000 -0.002 0.152
H 0.910074 4.160427 0.933797 0.000 -0.002 -0.002 0.147
H 1.133419 2.343422 -0.711400 0.002 0.012 0.002 0.116
N 3.678691 -2.250046 2.029101 0.048 0.001 0.004 0.224
N 2.735276 -2.237156 1.084025 -0.049 0.007 -0.046 -0.221
N 2.240100 -3.377616 0.604932 -0.011 0.004 0.002 0.213
C 1.297227 -2.963759 -0.199648 -0.010 -0.054 -0.045 -0.096
N 1.232346 -1.607651 -0.193664 0.020 0.066 0.051 -0.188
N 2.184569 -1.158743 0.654755 -0.022 0.001 -0.018 0.130
H 4.157387 -3.144440 2.075390 0.000 -0.006 0.013 0.158
H 4.250265 -1.413331 2.048545 0.003 0.006 0.019 0.151
H 0.675468 -3.624116 -0.785459 -0.001 -0.007 0.004 0.152
F 0.858652 -1.118059 -3.138302 0.010 0.018 -0.011 -0.008
C 1.562491 0.080210 -2.706492 0.010 -0.043 0.008 -0.402
F 2.837999 -0.077533 -2.782115 -0.008 0.009 -0.007 0.225
C 0.928404 1.223148 -3.528550 -0.001 0.044 -0.006 -0.488
F 0.646702 1.019585 -4.754852 0.010 -0.009 0.014 0.321
F -0.397769 1.207437 -2.778237 0.001 -0.004 0.006 -0.052
F 1.447789 2.376151 -3.285485 0.004 -0.022 -0.006 0.282
```
Positions in Å, forces in eV/Å.


Here is a cluster of 2 separate species, C4H4O3 in total at a distorted geometry from the Open Molecules 2025 dataset. Energies are from the ωB97M-V functional and the def2-TZVPD basis.

Properties
ΔE to the lowest compared entry with this formula, charge and spin = 221.8 kJ/mol
E_HOMO = -10.14 eV
E_tot = -10352.913 eV
lowest unoccupied orbital energy = 0.57 eV
charge = 0
HOMO-LUMO gap = 10.7 eV

XYZ file:
```
11
Properties=species:S:1:pos:R:3:forces:R:3:lowdin_charge:R:1
O 3.163149 -2.398906 -1.044505 -0.050 1.125 0.797 0.027
C 3.133045 -1.472952 -0.387090 0.132 -1.152 -0.772 0.006
O 0.689898 -0.229445 -1.175476 -0.109 0.424 0.324 0.034
C 0.514613 0.696633 -0.421405 0.012 -0.323 -0.272 -0.193
C -0.799369 0.952416 0.272055 -0.023 0.101 -0.161 -0.258
C -1.721976 -0.155960 0.478722 -0.239 -0.185 -0.169 -0.102
O -0.901887 0.314910 1.541099 0.108 0.047 0.230 -0.024
H -1.172182 1.976730 0.240690 0.090 -0.095 0.022 0.144
H 1.333946 1.400234 -0.180273 -0.033 -0.048 -0.025 0.131
H -1.454529 -1.135652 0.092897 -0.031 0.117 0.007 0.117
H -2.784709 0.051991 0.583285 0.141 -0.011 0.019 0.116
```
Positions in Å, forces in eV/Å.


Here is an isolated molecule of C22H30N4O2 at a distorted geometry from the Open Molecules 2025 dataset. Energies are from the ωB97M-V functional and the def2-TZVPD basis.

Properties
ΔE to the lowest compared entry with this formula, charge and spin = 203.4 kJ/mol
E_HOMO = -7.90 eV
E_tot = -33357.089 eV
lowest unoccupied orbital energy = -0.04 eV
SMILES = Cc1ccc(-c2ccc(=O)n(CC(=O)NCCCN3CCCC[C@@H]3C)n2)cc1
charge = 0
HOMO-LUMO gap = 7.9 eV

XYZ file:
```
58
Properties=species:S:1:pos:R:3:forces:R:3:lowdin_charge:R:1
C -3.358628 5.677389 1.126280 0.034 0.024 -0.037 -0.051
C -2.745261 4.322714 1.298852 -0.036 -0.093 -0.008 -0.279
C -1.449031 4.194037 1.790251 -0.065 -0.041 -0.046 -0.035
C -0.867653 2.953486 1.941578 -0.067 -0.102 0.005 -0.017
C -1.571786 1.795086 1.611792 -0.190 0.468 -0.042 -0.177
C -0.932416 0.485607 1.756267 0.560 -0.467 0.118 -0.238
C -1.671387 -0.722925 1.912896 0.337 -0.397 0.046 0.013
C -0.999492 -1.896456 1.978292 -0.276 0.295 0.010 0.035
C 0.435084 -1.932884 1.855603 -0.012 0.180 0.030 -0.423
O 1.125039 -2.947227 1.823960 -0.007 -0.286 0.090 0.025
N 1.022894 -0.678856 1.796235 -0.286 -0.628 0.137 -0.028
C 2.465095 -0.563975 1.792478 0.684 0.061 -0.133 -0.015
C 3.100393 -0.776903 0.399480 -0.268 -0.158 0.708 -0.487
O 3.679288 0.123544 -0.172257 0.187 0.456 -0.225 0.050
N 2.996223 -2.033087 -0.043082 0.009 -0.473 -0.120 0.085
C 3.566544 -2.466993 -1.295461 -0.003 -0.080 -0.324 -0.174
C 2.517683 -2.685417 -2.387232 0.180 0.311 0.028 -0.151
C 1.761469 -1.395156 -2.741473 0.042 -0.307 -0.036 -0.185
N 0.553769 -1.266413 -1.942549 0.056 -0.022 0.127 -0.136
C 0.225752 0.093493 -1.561798 -0.009 0.313 -0.125 -0.187
C -0.370415 0.930258 -2.697191 -0.139 -0.141 0.248 -0.165
C -1.631577 0.239903 -3.205768 0.188 0.017 -0.185 -0.197
C -1.295821 -1.187905 -3.628787 0.058 -0.048 0.135 -0.151
C -0.587034 -1.977452 -2.510397 -0.213 -0.229 -0.015 -0.361
C -1.558399 -2.396366 -1.405527 0.188 -0.013 -0.282 -0.038
N 0.373171 0.461417 1.745588 -0.603 0.932 -0.175 0.167
C -2.865223 1.921338 1.111507 0.244 -0.149 0.082 -0.030
C -3.439014 3.169326 0.958106 -0.008 0.160 0.021 -0.041
H -2.889212 6.195577 0.289911 -0.027 0.090 -0.039 0.085
H -4.424795 5.602251 0.928008 -0.065 0.052 -0.007 0.074
H -3.207359 6.282955 2.017981 -0.038 0.081 0.030 0.081
H -0.893290 5.082124 2.054874 0.067 0.089 0.044 0.115
H 0.138060 2.858166 2.318459 0.099 0.024 0.043 0.109
H -2.745570 -0.692920 2.011468 -0.090 -0.012 -0.015 0.116
H -1.499661 -2.842956 2.114638 -0.007 -0.066 -0.013 0.125
H 2.872198 -1.313495 2.476894 -0.083 0.104 -0.028 0.136
H 2.715252 0.444792 2.122671 -0.068 -0.200 -0.073 0.132
H 2.430077 -2.690150 0.487500 0.075 0.219 0.058 0.109
H 4.273084 -1.694192 -1.609250 -0.009 -0.152 0.026 0.120
H 4.113487 -3.399578 -1.121045 0.031 0.111 -0.024 0.119
H 3.029253 -3.069333 -3.271356 0.021 -0.098 -0.029 0.108
H 1.804032 -3.438705 -2.050689 -0.054 -0.094 -0.085 0.107
H 1.543144 -1.389923 -3.820062 0.024 0.085 0.021 0.114
H 2.408323 -0.541523 -2.533500 0.007 0.057 -0.050 0.120
H 1.125527 0.569140 -1.166641 -0.034 -0.025 0.079 0.114
H -0.507504 0.045134 -0.752619 0.013 0.085 0.028 0.095
H -0.601019 1.931328 -2.328676 0.052 0.071 -0.029 0.110
H 0.355435 1.022824 -3.507958 0.058 0.066 -0.056 0.113
H -2.382121 0.230011 -2.412129 -0.087 0.051 0.039 0.102
H -2.053661 0.786108 -4.052955 -0.082 -0.015 0.059 0.108
H -2.201653 -1.720868 -3.923687 0.008 -0.058 -0.087 0.112
H -0.638343 -1.146582 -4.501187 -0.022 -0.013 -0.066 0.107
H -0.192581 -2.899999 -2.953017 -0.015 0.064 0.041 0.137
H -1.009776 -2.898757 -0.613140 0.039 -0.063 0.079 0.070
H -2.074342 -1.541754 -0.977884 -0.107 0.093 0.094 0.059
H -2.301960 -3.081076 -1.806742 -0.147 -0.050 -0.018 0.081
H -3.425310 1.046201 0.816292 -0.052 -0.103 -0.023 0.105
H -4.442181 3.247349 0.563506 -0.091 0.022 -0.032 0.110
```
Positions in Å, forces in eV/Å.


Number 1 is which compound? C11H14F5N6ORe